Below is a molecular structure, C19H32BrNO4Re, with properties calculated with wB97M-V/def2-TZVPD.

Atoms and positions in Å:
Re  -0.23  0.19  1.83
C  -2.00  -1.57  -0.16
C  -3.04  -0.82  0.63
O  -2.59  -0.63  1.97
C  -2.77  -1.76  2.83
C  -1.71  -1.64  3.90
O  -0.41  -1.54  3.27
C  0.28  -2.80  3.11
C  1.61  -2.46  2.48
O  1.40  -1.69  1.29
C  0.99  -2.47  0.17
C  0.34  -1.51  -0.81
O  -0.76  -0.83  -0.10
H  -1.84  -2.58  0.23
H  -2.30  -1.64  -1.21
H  -3.19  0.18  0.22
H  -4.00  -1.35  0.61
H  -3.77  -1.73  3.27
H  -2.66  -2.69  2.27
H  -1.84  -0.71  4.47
H  -1.72  -2.48  4.59
H  0.42  -3.25  4.09
H  -0.32  -3.47  2.50
H  2.21  -1.84  3.14
H  2.18  -3.37  2.25
H  1.85  -2.96  -0.28
H  0.28  -3.24  0.48
H  2.32  -0.85  -1.27
H  -0.13  -2.09  -1.61
C  0.20  4.61  -1.79
C  0.32  4.03  -0.42
C  0.72  4.79  0.68
C  0.81  4.24  1.95
C  0.49  2.91  2.04
Br  0.40  1.85  3.63
N  0.13  2.12  1.02
C  0.04  2.69  -0.19
H  0.37  5.68  -1.78
H  -0.79  4.42  -2.20
H  0.93  4.16  -2.47
H  0.96  5.84  0.54
H  1.09  4.82  2.82
H  -0.28  2.03  -0.99
C  2.00  1.02  -3.24
C  1.09  -0.16  -2.88
C  -0.36  0.20  -3.21
C  1.50  -1.37  -3.73
C  1.30  -0.48  -1.39
H  1.88  1.30  -4.28
H  3.05  0.77  -3.08
H  1.77  1.89  -2.62
H  -0.48  0.34  -4.28
H  -0.69  1.12  -2.73
H  -1.06  -0.59  -2.92
H  1.46  -1.13  -4.79
H  0.82  -2.22  -3.58
H  2.51  -1.70  -3.49
H  1.24  0.42  -0.78

Summary:
HOMO level (spin up / spin down)   -14.56 / -13.79 eV
Multiplicity   4
E_tot   -3750.54550 Eh
Kohn-Sham gap (spin up / spin down)   8.77 / 7.24 eV
Net charge   +2
<S²>   3.763
Max |F|   0.16 eV/Å